Entry A
Formula: C4H5NO2
Source: the OMol25 dataset
Level of theory: ωB97M-V/def2-TZVPD

molecular weight: 99.09 g mol⁻¹
2S+1: 1
charge: 0
E_HOMO: -9.9 eV
orbital gap: 9.963 eV

XYZ file:
```
12
Properties=species:S:1:pos:R:3:mulliken_charge:R:1
O 2.71 0.73 -0.28 -0.425
C 1.68 0.46 0.26 0.080
C 0.00 0.37 -0.77 0.199
C 0.53 -0.85 -0.19 -0.620
N -1.94 -1.21 0.57 -0.517
C -2.31 -0.11 0.61 0.213
O -0.61 1.23 -0.15 -0.572
H 1.36 0.89 1.23 0.364
H 0.31 0.51 -1.83 0.338
H 0.93 -1.62 -0.85 0.304
H 0.23 -1.22 0.79 0.348
H -2.86 0.80 0.66 0.288
```

=====

Entry B
Formula: C4H5NO2
Source: the OMol25 dataset
Level of theory: ωB97M-V/def2-TZVPD

molecular weight: 99.09 g mol⁻¹
2S+1: 1
structure (SMILES): Nc1cc(O)co1
charge: 0
E_HOMO: -7.8 eV
orbital gap: 8.570 eV

XYZ file:
```
12
Properties=species:S:1:pos:R:3:mulliken_charge:R:1
N 0.36 -1.95 1.12 -0.585
C 0.45 -0.83 0.29 0.425
C 0.55 0.51 0.50 -0.797
C -0.06 1.09 -0.66 0.979
O -0.42 2.40 -0.81 -0.546
C -0.33 0.09 -1.53 -0.769
O 0.03 -1.10 -0.95 -0.376
H -0.58 -2.29 0.93 0.280
H 0.36 -1.65 2.09 0.258
H 0.89 1.00 1.41 0.383
H -0.49 2.77 0.07 0.311
H -0.85 0.01 -2.47 0.438
```

=====

It is entry A that is the least stable of them.

=====

Entry A
Formula: C4H5NO2
Source: the OMol25 dataset
Level of theory: ωB97M-V/def2-TZVPD

molecular weight: 99.09 g mol⁻¹
2S+1: 1
structure (SMILES): C[C@@H](C=O)N=C=O
charge: 0
E_HOMO: -10.4 eV
orbital gap: 10.866 eV

XYZ file:
```
12
Properties=species:S:1:pos:R:3:mulliken_charge:R:1
C 0.18 -1.23 0.33 -1.293
C -0.15 0.14 -0.27 0.592
C -1.62 0.47 -0.08 -0.188
O -2.53 -0.34 -0.18 -0.476
N 0.62 1.19 0.42 -0.488
C 1.71 1.34 0.01 0.590
O 2.80 1.49 -0.41 -0.449
H -0.55 -1.99 0.04 0.359
H 0.20 -1.19 1.43 0.348
H 1.17 -1.57 0.00 0.348
H 0.03 0.15 -1.35 0.298
H -1.85 1.54 0.07 0.359
```

=====

Entry B
Formula: C4H5NO2
Source: the OMol25 dataset
Level of theory: ωB97M-V/def2-TZVPD

molecular weight: 99.09 g mol⁻¹
2S+1: 1
charge: 0
E_HOMO: -8.8 eV
orbital gap: 9.116 eV

XYZ file:
```
12
Properties=species:S:1:pos:R:3:mulliken_charge:R:1
O -0.65 -2.87 0.21 -0.449
C 0.07 -1.96 -0.09 -0.279
C -0.13 -0.57 0.46 -0.052
C 1.06 0.17 0.96 -0.322
N 0.34 0.54 -0.41 0.001
C -0.50 1.68 -0.52 0.113
O -0.35 2.50 -1.39 -0.458
H 0.95 -2.10 -0.75 0.323
H -1.15 -0.43 0.81 0.354
H 0.91 0.37 -1.23 0.283
H 0.71 0.94 1.67 0.167
H -1.26 1.73 0.27 0.320
```

=====

It is entry B that is the least stable of them.

=====

Entry A
Formula: C3H12O4
Source: the OMol25 dataset
Level of theory: ωB97M-V/def2-TZVPD

molecular weight: 112.12 g mol⁻¹
2S+1: 1
structure (SMILES): C=CCO.O.O.O
charge: 0
E_HOMO: -10.0 eV
orbital gap: 10.622 eV

XYZ file:
```
19
Properties=species:S:1:pos:R:3:mulliken_charge:R:1
C -1.83 1.96 0.96 -0.625
C -2.50 1.09 0.24 -0.092
C -2.03 -0.31 -0.03 -0.412
O -0.60 -0.24 -0.44 -0.469
H -2.29 2.92 1.18 0.286
H -0.93 1.65 1.48 0.189
H -3.42 1.32 -0.29 0.279
H -2.44 -0.90 -0.85 0.355
H -1.96 -1.01 0.81 0.224
H -0.48 -0.65 -1.29 0.280
O 1.51 -0.79 1.69 -0.693
H 1.15 -0.83 2.59 0.314
H 0.68 -0.66 1.17 0.352
O 3.37 -0.29 -0.39 -0.703
H 2.69 0.03 0.24 0.378
H 3.83 -0.90 0.17 0.304
O 1.40 -0.60 -2.36 -0.619
H 1.78 -0.97 -3.17 0.293
H 2.07 -0.82 -1.70 0.361
```

=====

Entry B
Formula: C3H12O4
Source: the OMol25 dataset
Level of theory: ωB97M-V/def2-TZVPD

molecular weight: 112.12 g mol⁻¹
2S+1: 1
structure (SMILES): OCCCO.O.O
charge: 0
E_HOMO: -10.0 eV
orbital gap: 10.814 eV

XYZ file:
```
19
Properties=species:S:1:pos:R:3:mulliken_charge:R:1
O 0.93 1.78 0.48 -0.483
C 1.48 0.83 1.48 -0.458
C 0.83 -0.57 1.23 -0.457
C 1.23 -1.88 2.10 -0.473
O 0.78 -3.18 1.86 -0.480
H 1.00 2.63 1.01 0.309
H 1.43 1.10 2.55 0.355
H 2.57 0.79 1.27 0.248
H 1.25 -0.78 0.29 0.298
H -0.27 -0.57 1.28 0.254
H 1.01 -1.75 3.14 0.317
H 2.39 -1.96 2.03 0.262
H 0.77 -3.21 0.89 0.305
O 0.91 3.79 -3.10 -0.615
H 0.09 4.08 -3.46 0.311
H 1.55 3.52 -3.71 0.306
O -5.37 -1.35 -2.91 -0.659
H -4.74 -0.87 -2.34 0.327
H -6.24 -1.58 -2.44 0.332
```

=====

Entry C
Formula: C3H12O4
Source: the OMol25 dataset
Level of theory: ωB97M-V/def2-TZVPD

molecular weight: 112.12 g mol⁻¹
2S+1: 1
structure (SMILES): C=CCO.O.O.O
charge: 0
E_HOMO: -10.2 eV
orbital gap: 10.698 eV

XYZ file:
```
19
Properties=species:S:1:pos:R:3:mulliken_charge:R:1
C -3.57 0.10 0.23 -0.723
C -2.31 -0.48 0.05 -0.120
C -1.15 0.26 0.46 -0.307
O -0.31 0.55 -0.83 -0.625
H -4.36 -0.47 -0.08 0.338
H -3.52 1.19 0.56 0.196
H -2.17 -1.49 -0.34 0.387
H -1.59 1.10 0.95 0.262
H -0.44 -0.05 1.21 0.284
H -0.84 0.64 -1.61 0.279
O 2.26 1.61 -0.41 -0.699
H 1.36 1.22 -0.77 0.431
H 2.02 2.44 -0.06 0.290
O 3.35 -0.79 0.55 -0.673
H 4.25 -1.02 0.36 0.297
H 3.27 0.22 0.41 0.369
O 1.00 -2.07 -0.32 -0.672
H 0.91 -1.13 -0.57 0.252
H 1.84 -1.82 0.21 0.436
```

=====

Entry D
Formula: C3H12O4
Source: the OMol25 dataset
Level of theory: ωB97M-V/def2-TZVPD

molecular weight: 112.12 g mol⁻¹
2S+1: 1
structure (SMILES): CCC=O.O.O.O
charge: 0
E_HOMO: -10.0 eV
orbital gap: 10.532 eV

XYZ file:
```
19
Properties=species:S:1:pos:R:3:mulliken_charge:R:1
C -0.24 -1.82 -0.31 -1.018
C 0.56 -1.58 0.95 -0.237
C -0.27 -0.68 1.89 -0.039
O -1.44 -0.87 2.04 -0.472
H -1.21 -2.27 -0.07 0.302
H -0.57 -0.98 -0.92 0.230
H 0.16 -2.53 -1.04 0.323
H 1.53 -1.13 0.78 0.282
H 0.67 -2.46 1.58 0.245
H 0.27 0.09 2.45 0.381
O -3.60 1.06 0.62 -0.610
H -3.51 0.53 1.43 0.322
H -4.09 1.82 0.96 0.302
O -0.65 2.74 -0.78 -0.629
H -0.59 1.79 -0.87 0.308
H -0.28 2.88 0.11 0.312
O 4.37 0.80 -2.74 -0.644
H 3.70 1.46 -2.95 0.322
H 5.19 1.16 -3.12 0.323
```

=====

It is entry B that is the least stable of them.